No. 1
Molecular formula: C32H48Cl5NO4PSSi2V
Method: DFT, the ωB97M-V functional and the def2-TZVPD basis

```
95
Properties=species:S:1:pos:R:3:lowdin_spin:R:1
V 0.477 -0.088 0.127 1.006
C 2.434 -3.242 -3.739 0.000
Si 1.446 -1.832 -2.948 -0.001
C -0.174 -1.791 -3.923 0.000
C 2.300 -0.300 -3.629 0.000
C 1.156 -2.005 -1.089 -0.003
C -0.248 -2.456 -0.870 0.001
C -0.891 -3.587 -1.406 0.000
C -2.186 -3.879 -1.039 -0.001
C -2.850 -3.050 -0.134 -0.001
C -2.175 -1.953 0.352 -0.001
N -0.921 -1.671 -0.011 -0.003
Si 2.122 -3.271 -0.104 0.003
C 3.827 -2.841 0.562 0.000
C 2.435 -4.930 -0.971 0.001
C 1.102 -3.798 1.397 -0.001
H 2.436 -3.055 -4.819 0.000
H 2.004 -4.231 -3.569 0.000
H 3.478 -3.270 -3.408 0.000
H 0.109 -1.822 -4.981 0.000
H -0.723 -0.863 -3.741 0.000
H -0.867 -2.612 -3.736 0.000
H 2.234 -0.399 -4.720 0.000
H 3.353 -0.205 -3.367 0.000
H 1.790 0.625 -3.353 0.000
H -0.350 -4.216 -2.101 0.000
H -2.681 -4.753 -1.446 0.000
H -3.862 -3.255 0.187 0.000
H -2.610 -1.270 1.069 0.000
H 4.578 -2.690 -0.220 0.000
H 4.133 -3.714 1.150 0.000
H 3.836 -1.972 1.223 0.000
H 3.197 -4.876 -1.749 0.000
H 1.535 -5.374 -1.407 0.000
H 2.796 -5.620 -0.198 0.000
H 0.570 -2.973 1.869 0.000
H 1.767 -4.244 2.145 0.000
H 0.360 -4.553 1.123 0.000
Cl -0.459 2.845 -0.605 -0.001
C 1.237 2.658 -1.010 -0.004
C 1.821 1.433 -0.674 -0.001
C 3.175 1.387 -1.006 -0.002
Cl 4.074 -0.062 -0.630 0.005
C 3.880 2.418 -1.623 0.000
Cl 5.557 2.256 -2.016 0.001
C 3.226 3.604 -1.943 -0.005
Cl 4.065 4.904 -2.706 -0.001
C 1.875 3.727 -1.624 0.000
Cl 1.035 5.191 -1.993 0.000
C 1.279 3.148 2.753 0.000
C 1.019 1.783 3.372 -0.001
P 1.586 0.364 2.354 0.000
C 1.433 -0.997 3.582 -0.005
C -0.020 -1.362 3.880 -0.001
C 3.403 0.663 2.381 0.004
C 4.073 0.917 3.728 0.001
H 0.874 3.937 3.388 0.000
H 0.785 3.233 1.787 0.000
H 2.348 3.336 2.617 0.000
H -0.040 1.664 3.567 0.000
H 1.525 1.692 4.338 0.000
H 1.947 -0.719 4.506 -0.001
H 1.973 -1.855 3.167 0.000
H -0.566 -0.534 4.329 0.000
H -0.069 -2.212 4.564 0.000
H -0.566 -1.620 2.973 0.000
H 3.571 1.510 1.710 0.000
H 3.880 -0.182 1.886 0.000
H 3.667 1.793 4.235 0.000
H 5.142 1.090 3.587 0.000
H 3.968 0.065 4.401 0.000
C -3.094 0.415 -2.499 0.000
O -1.773 0.360 -1.986 0.001
H -3.122 0.162 -3.566 0.000
H -3.548 1.394 -2.347 0.000
H -3.683 -0.321 -1.952 0.000
H -1.307 1.159 -2.245 0.000
C -6.833 2.646 -1.893 0.000
C -5.724 2.353 -0.919 0.000
C -4.709 3.272 -0.685 0.000
C -3.673 2.992 0.199 0.000
C -3.648 1.781 0.870 0.000
C -4.670 0.860 0.665 0.000
C -5.690 1.143 -0.226 0.000
S -2.381 1.456 2.084 0.001
O -3.045 0.659 3.097 0.000
O -1.932 2.772 2.489 0.000
O -1.316 0.681 1.414 0.009
H -6.747 3.656 -2.295 0.000
H -7.813 2.553 -1.421 0.000
H -6.807 1.948 -2.733 0.000
H -4.726 4.228 -1.198 0.000
H -2.900 3.723 0.400 0.000
H -4.680 -0.053 1.247 0.000
H -6.486 0.420 -0.375 0.000
```

Its total charge is -1. The calculation puts the energy above the lowest of the compared OMol25 structures with the same formula, charge and spin at 0.00 kcal per mole. The orbital gap (alpha / beta) comes out at 6.6250 / 6.0268 eV. Its spin multiplicity is 2. The strongest force on any atom comes out at 0.009 Eh/bohr. The calculation puts the total energy at -6167.5121 Eh. For the LUMO energy (alpha / beta), the calculation gives 2.4 / 2.4 eV.

=====

No. 2
Molecular formula: C32H48F3N3O4
Method: DFT, the ωB97M-V functional and the def2-TZVPD basis

```
90
Properties=species:S:1:pos:R:3:mulliken_charge:R:1
H 2.201 0.572 -5.140 0.266
N 2.490 -0.291 -4.675 -0.772
C 1.551 -1.142 -4.687 0.901
C 1.808 -2.478 -4.003 -1.242
C 0.174 -0.831 -5.329 -1.406
C -0.782 -0.475 -4.202 -0.101
C -1.565 -1.480 -3.570 1.267
C -1.487 -2.953 -3.989 -1.803
C -2.446 -1.198 -2.531 -1.620
C -2.569 0.141 -2.049 0.719
C -3.516 0.474 -0.962 -1.067
C -4.555 0.785 -0.429 -0.336
C -1.777 1.118 -2.640 0.742
C -0.904 0.831 -3.718 0.895
C -0.114 1.983 -4.325 -0.311
O 0.074 2.086 -5.502 -0.511
C 0.372 3.007 -3.309 0.132
C 1.740 3.624 -3.490 0.458
F 2.100 3.708 -4.771 -0.279
F 2.645 2.799 -2.929 -0.253
F 1.864 4.835 -2.988 -0.247
C -0.447 3.268 -2.286 0.904
O -0.150 4.131 -1.273 -0.586
C 0.719 3.460 -0.333 -0.898
C 0.616 4.039 1.070 0.308
C 1.679 3.281 1.937 -1.080
O 0.913 5.423 1.065 -0.560
C -1.801 2.560 -2.169 -0.005
O -2.772 3.114 -1.755 -0.493
H 1.713 -3.281 -4.742 0.294
H 1.092 -2.581 -3.181 0.288
H 2.823 -2.501 -3.607 0.361
H -0.195 -1.671 -5.923 0.619
H 0.353 -0.007 -6.017 0.520
H -0.621 -3.127 -4.620 0.240
H -1.339 -3.560 -3.089 0.402
H -2.430 -3.251 -4.451 0.397
H -3.053 -1.961 -2.053 1.059
H -5.438 0.936 0.152 0.434
H 0.403 2.407 -0.268 0.415
H 1.769 3.456 -0.645 0.383
H -0.363 3.790 1.499 0.264
H 2.404 2.820 1.250 0.296
H 1.213 2.454 2.479 0.356
H 2.254 3.956 2.571 0.251
H 0.800 5.707 1.975 0.377
C 6.943 2.638 3.175 -1.372
C 6.297 3.641 4.120 -0.356
N 5.029 3.192 4.666 0.299
C 4.309 4.243 5.372 -0.718
C 4.939 4.818 6.646 -1.179
C 5.041 1.898 5.330 -0.758
C 5.981 1.713 6.529 -1.019
H 6.277 2.395 2.345 0.283
H 7.857 3.064 2.760 0.431
H 7.220 1.714 3.682 0.297
H 6.116 4.558 3.552 0.434
H 7.022 3.898 4.907 0.240
H 3.301 3.889 5.608 0.398
H 4.157 5.071 4.672 0.389
H 4.827 4.142 7.493 0.250
H 4.433 5.747 6.917 0.417
H 5.997 5.047 6.521 0.280
H 5.289 1.138 4.585 0.434
H 4.021 1.652 5.636 0.347
H 6.963 2.156 6.360 0.244
H 6.131 0.648 6.716 0.383
H 5.564 2.138 7.441 0.284
C -4.148 -6.637 -1.956 -1.363
C -4.283 -5.877 -0.645 -0.370
N -5.149 -4.714 -0.730 0.277
C -5.075 -3.859 0.445 -0.690
C -5.552 -4.459 1.772 -1.177
C -6.484 -4.963 -1.250 -0.726
C -7.370 -5.971 -0.507 -1.026
H -3.775 -5.988 -2.750 0.252
H -3.441 -7.458 -1.832 0.438
H -5.094 -7.073 -2.279 0.315
H -3.284 -5.535 -0.359 0.440
H -4.607 -6.581 0.136 0.216
H -5.615 -2.933 0.225 0.426
H -4.033 -3.545 0.569 0.365
H -6.639 -4.496 1.832 0.236
H -5.214 -3.831 2.600 0.420
H -5.158 -5.460 1.942 0.287
H -6.388 -5.296 -2.286 0.429
H -7.014 -4.009 -1.323 0.350
H -6.821 -6.861 -0.200 0.248
H -8.182 -6.297 -1.160 0.381
H -7.834 -5.531 0.375 0.287
```

Its total charge is 0. The orbital gap comes out at 7.3445 eV. Its spin multiplicity is 1. The strongest force on any atom comes out at 0.035 Eh/bohr. The structure (SMILES) is [H]/N=C(/C)Cc1c(C)cc(C#C)c2c1C(=O)C(C(F)(F)F)=C(OC[C@@H](C)O)C2=O.CCN(CC)CC.CCN(CC)CC. The calculation puts the total energy at -2012.8132 Eh. For the LUMO energy, the calculation gives -0.9 eV.

=====

> Which value of strongest force on any atom does entry 1 give?

0.009 Eh/bohr